No. 1
Density functional theory data (the ωB97M-V functional and the def2-TZVPD basis) for a cluster of 2 separate species, C5H12NO in total in a non-equilibrium geometry.

ORCA input file:
```
! RIJCOSX wB97M-V def2-TZVPD def2/J DEFGRID3
* xyz 1 1
C -1.14621 -0.08938 0.01684
C 2.70815 -0.16053 -0.46046
C 3.22190 1.06701 -0.08280
C -3.47433 0.08569 -0.32854
C -2.45086 -0.61614 0.48739
N 0.02989 -0.52418 0.18592
O 2.98794 -1.25938 0.13964
H -1.22563 0.68584 -0.82886
H 2.61465 1.97828 -0.50076
H 4.26215 1.31545 -0.38861
H 3.12096 1.27133 1.02895
H -4.47815 0.09141 0.14105
H -3.64148 -0.30513 -1.27516
H -3.23738 1.14765 -0.39890
H -2.44608 -1.71358 0.45014
H -2.75867 -0.52469 1.55549
H 0.38703 -1.23937 0.70669
H 1.93888 -0.20746 -1.34890
H 3.58725 -1.00284 0.90088
*
```

Properties
HOMO-LUMO gap: 7.890 eV
E_tot: -8907.437 eV
Relative energy (zero: lowest compared OMol25 entry of this formula, charge and spin): 308.03 kJ/mol
LUMO: -5.445 eV

No. 2
Density functional theory data (the ωB97M-V functional and the def2-TZVPD basis) for an isolated molecule of C5H7ClO in a non-equilibrium geometry.

ORCA input file:
```
! RIJCOSX wB97M-V def2-TZVPD def2/J DEFGRID3
* xyz 0 1
C 2.11747 1.61718 -0.29147
C 1.88442 0.41720 0.21230
Cl 3.23730 -0.78503 0.42924
O 0.68209 0.06624 0.60431
C -0.00285 -0.76074 -0.25763
C -1.27784 -0.99679 -0.32124
C -2.35178 -0.36542 0.55196
H 3.12626 1.74586 -0.49159
H 1.21846 2.22321 -0.47959
H 0.61196 -1.13625 -1.08266
H -1.60225 -1.42654 -1.27502
H -2.10771 -0.46964 1.69968
H -3.32462 -0.79689 0.28090
H -2.21090 0.66761 0.42081
*
```

Properties
HOMO-LUMO gap: 10.172 eV
E_tot: -19866.043 eV
Relative energy (zero: lowest compared OMol25 entry of this formula, charge and spin): 184.25 kJ/mol
SMILES: C=C(Cl)O/C=C\C
LUMO: 0.843 eV

No. 3
Density functional theory data (the ωB97M-V functional and the def2-TZVPD basis) for an isolated molecule of C3H2O3S in a non-equilibrium geometry.

ORCA input file:
```
! RIJCOSX wB97M-V def2-TZVPD def2/J DEFGRID3
* xyz 0 1
O -1.78770 -1.04822 -0.01187
C -0.65464 -0.38914 -0.03515
C -0.35658 0.91580 -0.00542
O 1.01219 0.98962 -0.04179
C 1.55173 -0.23959 -0.03404
S 3.15306 -0.53650 0.00161
O 0.51243 -1.12578 -0.04753
H -2.50758 -0.44156 0.15033
H -0.92291 1.87536 0.02387
*
```

Properties
HOMO-LUMO gap: 8.749 eV
E_tot: -20119.576 eV
Relative energy (zero: lowest compared OMol25 entry of this formula, charge and spin): 185.10 kJ/mol
SMILES: Oc1coc(=S)o1
LUMO: 0.149 eV